Entry from the OMol25 dataset: a structure of composition C8H15IO5P (wB97M-V/def2-TZVPD).

Element x y z (Å)
C 1.376 0.712 -2.362
C 1.254 -2.086 -2.953
C -0.854 -1.491 3.317
C -1.221 3.441 0.172
C 0.322 -1.618 -1.840
C 0.246 -1.229 2.372
C -1.789 2.065 0.473
C 0.654 -0.129 -1.458
O 0.071 0.951 -2.381
O 2.372 1.024 -2.949
O 1.090 1.671 0.783
O -0.244 -0.691 1.203
O -1.112 1.019 -0.226
P 0.395 0.525 0.271
I 3.073 -0.935 0.758
H 2.248 -2.423 -2.530
H 1.200 -1.291 -3.726
H 0.823 -3.164 -3.223
H -0.424 -1.879 4.269
H -1.485 -0.623 3.526
H -1.522 -2.239 2.847
H -1.132 3.488 -0.976
H -1.765 4.135 0.789
H -0.189 3.493 0.379
H 0.063 -2.245 -0.953
H -0.646 -1.514 -2.368
H 0.699 -2.186 2.235
H 1.006 -0.614 2.949
H -2.765 2.069 0.081
H -1.742 1.764 1.523

Results
Spin multiplicity: 3
Gap between HOMO and LUMO (spin up / spin down): 0.0646 / 0.2439 Eh
E_LUMO (spin up / spin down): 0.081 / -0.012 Ha
HOMO energy (spin up / spin down): 0.45 / -6.96 eV
Total charge: -1

=====

Entry from the OMol25 dataset: a cluster of 2 separate species, C8H15N in total (wB97M-V/def2-TZVPD).

Element x y z (Å)
C -1.851 2.047 0.001
C -1.271 0.929 0.362
N -1.233 -0.201 0.859
C -0.561 -1.327 0.356
C -0.614 -1.491 -1.163
C -1.001 -2.578 1.102
H -1.293 2.959 -0.134
H -2.899 2.062 -0.242
H 0.559 -1.052 0.604
H -1.651 -1.551 -1.498
H -0.145 -0.641 -1.655
H -0.086 -2.393 -1.468
H -0.422 -3.443 0.784
H -0.910 -2.436 2.177
H -2.050 -2.787 0.888
C 1.972 0.207 0.695
C 1.355 1.365 0.364
C 1.538 2.018 -0.974
H 2.146 -0.048 1.730
H 2.707 -0.220 0.025
H 0.962 1.997 1.158
H 0.583 2.291 -1.423
H 2.043 1.359 -1.678
H 2.121 2.934 -0.871

Results
SMILES string: C=C=NC(C)C.C=CC
Gap between HOMO and LUMO: 0.3416 Eh
E_LUMO: 0.033 Ha
HOMO energy: -8.40 eV
Total charge: 0

=====

Entry from the OMol25 dataset: an isolated molecule of C8H15N (wB97M-V/def2-TZVPD).

Element x y z (Å)
C -2.238 -0.759 -0.492
C -1.708 0.573 -0.062
C -0.558 0.816 0.597
C -0.270 2.130 1.266
C 0.533 -0.145 0.512
C 1.020 -0.771 1.795
C 0.976 -0.523 -0.716
C 0.835 0.291 -1.972
N 1.895 -1.564 -0.862
H -2.472 -0.747 -1.559
H -1.523 -1.552 -0.289
H -3.171 -0.984 0.029
H -2.442 1.372 -0.128
H 0.337 2.755 0.609
H -1.188 2.665 1.508
H 0.278 1.995 2.198
H 0.882 -1.856 1.795
H 0.458 -0.390 2.645
H 2.080 -0.566 1.957
H 0.344 -0.295 -2.751
H 0.261 1.193 -1.794
H 1.821 0.575 -2.345
H 1.978 -1.941 -1.794
H 1.873 -2.272 -0.146

Results
SMILES string: C/C=C(C)\C(C)=C(/C)N
Gap between HOMO and LUMO: 0.3102 Eh
E_LUMO: 0.036 Ha
HOMO energy: -7.46 eV
Total charge: 0

=====

Entry from the OMol25 dataset: a cluster of 3 separate species, C8H15N in total (wB97M-V/def2-TZVPD).

Element x y z (Å)
C 1.930 -0.222 0.141
C 2.605 0.778 1.072
C -0.149 -0.527 -1.494
C 0.100 -1.501 -2.178
H 2.250 -1.246 0.321
H 2.258 -0.029 -0.878
H 2.449 0.505 2.115
H 3.682 0.832 0.884
H 2.202 1.783 0.949
H 0.580 -2.278 -2.715
C -0.738 0.050 1.431
C -2.596 -1.150 0.213
C -1.568 -0.079 0.332
N -0.544 1.851 -0.840
C -1.119 0.523 -0.956
H -0.307 2.199 -1.764
H 0.320 1.827 -0.315
H -1.954 0.579 -1.660
H -1.030 -0.463 2.339
H 0.652 -0.230 0.816
H -2.339 -1.827 -0.613
H -2.699 -1.718 1.137
H -3.573 -0.713 -0.019
H -0.412 1.055 1.684

Results
Gap between HOMO and LUMO: 0.3174 Eh
E_LUMO: 0.023 Ha
HOMO energy: -8.02 eV
Total charge: 0

=====

Entry from the OMol25 dataset: the ion C8H15N2 with charge +1 (wB97M-V/def2-TZVPD).

Element x y z (Å)
C 3.824 -0.579 -0.105
C 2.500 -0.026 -0.285
N 2.249 1.243 0.071
C 0.962 1.546 0.280
C 0.352 0.328 0.140
C -1.404 -0.003 0.115
C -2.006 0.674 1.357
C -1.576 -1.488 -0.080
C -1.800 0.739 -1.144
N 1.297 -0.622 -0.277
H 4.624 0.133 0.134
H 3.658 -1.292 0.703
H 4.133 -1.090 -1.088
H 3.028 1.916 0.005
H 0.596 2.420 0.839
H -1.263 0.640 2.232
H -2.138 1.708 1.204
H -2.970 0.245 1.706
H -1.259 -1.861 -1.092
H -0.949 -2.075 0.647
H -2.590 -1.879 -0.026
H -1.761 1.893 -1.145
H -1.225 0.290 -2.095
H -2.971 0.613 -1.324
H 1.062 -1.542 -0.769

Results
SMILES string: Cc1[nH]cc(C(C)(C)C)[nH+]1
Gap between HOMO and LUMO: 0.3821 Eh
E_LUMO: -0.111 Ha
HOMO energy: -13.41 eV
Total charge: +1

=====

Entry from the OMol25 dataset: a structure of composition C8H15N2 (wB97M-V/def2-TZVPD).

Element x y z (Å)
C -0.311 -0.259 -1.681
C 0.213 -1.101 -0.636
C -1.301 -0.793 -2.398
C 0.543 -2.364 -0.567
C 0.094 1.199 -1.710
C 0.012 1.863 -0.307
C 0.915 1.185 0.774
C 0.410 -0.180 1.136
N 1.138 -0.763 2.193
N -1.084 -0.311 1.615
H -1.801 -0.354 -3.319
H -1.666 -1.743 -2.234
H 0.885 -2.733 0.294
H 0.538 -2.901 -1.527
H 1.109 1.129 -2.238
H -0.477 1.859 -2.276
H 0.364 2.917 -0.292
H -1.100 2.023 -0.030
H 1.831 1.192 0.311
H 0.887 1.914 1.724
H 1.792 -0.166 2.705
H 1.562 -1.621 1.882
H -1.019 -0.869 2.500
H -1.495 -0.786 0.800
H -1.284 0.585 2.038

Results
Gap between HOMO and LUMO: 0.3641 Eh
E_LUMO: -0.110 Ha
HOMO energy: -12.89 eV
Total charge: +1

=====

Entry from the OMol25 dataset: the ion C8H15N2O2 with charge +1 (wB97M-V/def2-TZVPD).

Element x y z (Å)
C -1.292 0.271 -3.380
N -1.131 0.842 -2.050
C -2.160 1.876 -1.826
C -1.015 -0.167 -0.982
C -2.027 -0.833 -0.476
O -2.958 -1.433 -0.155
C 0.229 0.066 -0.095
O 1.051 0.991 -0.425
C 0.476 -0.778 0.903
N 1.684 -0.631 1.726
C 1.623 0.244 2.908
C 2.241 -1.976 2.253
H -2.370 -0.155 -3.472
H -1.024 1.199 -4.041
H -0.576 -0.581 -3.705
H -1.987 2.800 -2.270
H -3.215 1.565 -2.064
H -1.931 2.153 -0.787
H 0.663 1.479 -1.156
H -0.298 -1.414 1.188
H 2.368 -0.180 1.115
H 0.773 0.944 2.767
H 1.512 -0.394 3.798
H 2.530 0.903 3.033
H 2.653 -2.555 1.464
H 2.982 -1.773 3.118
H 1.201 -2.463 2.611

Results
SMILES string: CN(C)C(=C=O)/C(O)=C/[NH+](C)C
Gap between HOMO and LUMO: 0.3402 Eh
E_LUMO: -0.111 Ha
HOMO energy: -12.28 eV
Total charge: +1

=====

Entry from the OMol25 dataset: the ion C8H15N2O2 with charge +1 (wB97M-V/def2-TZVPD).

Element x y z (Å)
C 2.030 -0.385 -1.450
C 1.017 -0.146 -0.452
C 0.869 0.912 0.388
N 1.785 2.123 0.087
C -0.237 1.132 1.387
C -1.543 0.541 0.767
N -1.828 1.406 -0.389
O -2.952 1.382 -0.849
O -0.921 2.047 -0.849
C -1.337 -0.911 0.415
C -2.510 -1.512 -0.308
C 0.008 -1.297 -0.227
H 2.790 0.450 -1.619
H 1.515 -0.454 -2.380
H 2.396 -1.436 -1.352
H 2.617 2.271 0.582
H 1.036 2.940 0.036
H 2.160 1.990 -0.924
H -0.129 0.566 2.366
H -0.567 2.130 1.606
H -2.306 0.799 1.497
H -1.294 -1.368 1.441
H -3.126 -0.714 -0.766
H -3.134 -1.914 0.532
H -2.147 -2.303 -1.044
H -0.210 -1.492 -1.305
H 0.424 -2.288 0.229

Results
SMILES string: CC1=C([NH3+])C[C@@H]([N+](=O)[O-])[C@@H](C)C1
Gap between HOMO and LUMO: 0.3677 Eh
E_LUMO: -0.124 Ha
HOMO energy: -13.38 eV
Total charge: +1

=====

Entry from the OMol25 dataset: the ion C8H15N2O3 with charge -1 (wB97M-V/def2-TZVPD).

Element x y z (Å)
C -0.968 -0.689 -0.609
C -0.917 0.579 0.345
C 1.362 -0.663 -0.378
C -2.213 -0.999 -1.318
C -1.488 -0.048 1.739
C -1.811 1.783 -0.066
C 2.377 -0.264 -1.432
C 2.096 -1.270 0.821
N 0.167 -1.269 -0.777
N 0.453 0.993 0.569
O 0.911 2.098 -0.056
O 3.076 0.804 -0.913
O 1.637 -0.738 2.004
H -2.369 -2.113 -1.338
H -2.138 -0.526 -2.393
H -3.196 -0.577 -0.792
H -1.769 0.794 2.593
H -0.700 -0.672 2.192
H -2.407 -0.739 1.547
H -1.340 2.746 0.550
H -2.939 1.604 0.216
H -1.851 2.010 -1.144
H 1.923 0.068 -2.487
H 3.081 -0.976 -1.754
H 3.176 -1.167 0.707
H 1.902 -2.376 0.683
H 2.533 1.459 -0.336
H 1.413 0.150 1.826

Results
Gap between HOMO and LUMO (spin up / spin down): 0.2096 / 0.2098 Eh
E_LUMO (spin up / spin down): 0.127 / 0.127 Ha
HOMO energy (spin up / spin down): -2.24 / -2.25 eV
Total charge: -1